The following is a quantum chemistry calculation of a gas-phase ion, C4H6N3 (charge +1) at a distorted geometry, from OMol25.

Structure (XYZ):
```
13
Properties=species:S:1:pos:R:3:forces:R:3
C 0.3604 1.8952 1.0426 -2.1 2.2 0.3
H 1.3229 2.3171 -1.1507 -1.8 -1.4 1.0
C 1.1826 1.6701 -0.2125 3.6 1.5 0.4
C -0.1513 -0.4449 0.4019 -1.3 -5.1 -0.2
H 2.2559 1.4430 0.0291 -1.1 -0.2 0.0
H 0.8191 1.8507 2.0442 -0.1 0.0 -0.7
H 0.1872 -2.6558 0.7443 -0.7 2.6 -1.3
N -0.9363 -2.2964 -0.9296 -1.1 -0.7 -3.1
C -0.3135 -1.7666 0.1063 1.9 -0.3 3.1
H -2.2803 -2.7339 -2.1677 0.6 -1.0 -1.5
H -0.6424 2.4930 0.9979 2.1 -1.0 0.0
N -2.1055 -2.4421 -1.2361 -0.4 1.7 2.8
N 0.3011 0.6706 0.3301 0.4 1.7 -0.9
```
Positions in Å, forces in eV/Å.

## Properties
HOMO energy (eV): -13.255
Charge: +1
Gap between HOMO and LUMO (eV): 8.5
SMILES: [H]/N=N/C=C=[N+]1CC1